Model A:
{"formula": "C6H15NO", "method": "ωB97M-V/def2-TZVPD", "species": ["O", "N", "C", "C", "C", "C", "C", "C", "H", "H", "H", "H", "H", "H", "H", "H", "H", "H", "H", "H", "H", "H", "H"], "positions_angstrom": [[-3.302, 3.861, 3.121], [2.147, 0.043, -0.030], [1.675, 1.186, -2.190], [0.571, -0.955, -1.545], [-0.520, -1.787, 0.751], [-1.416, -0.576, 0.726], [1.428, 0.029, -1.234], [0.177, -2.098, -0.629], [3.121, 0.284, -0.160], [-1.915, -0.253, 1.649], [1.998, -0.756, 0.565], [-0.044, -0.820, -2.426], [-2.676, 3.267, 3.562], [2.659, 1.071, -2.635], [-0.409, -2.760, -1.260], [1.477, 2.121, -1.669], [-3.060, 4.627, 3.628], [-2.264, -0.736, 0.062], [-0.830, 0.317, 0.543], [-1.050, -2.715, 0.997], [1.072, -2.694, -0.393], [0.256, -1.751, 1.520], [0.904, 1.096, -2.954]], "mulliken_charge": [-0.62, -0.50, -1.30, -0.28, -0.33, -1.07, 0.61, -1.05, 0.25, 0.38, 0.19, 0.23, 0.31, 0.37, 0.41, 0.33, 0.31, 0.28, 0.23, 0.33, 0.34, 0.28, 0.29], "total_charge": 0, "homo_ev": -8.0, "spin_multiplicity": 1, "smiles": "CCC/C=C(/C)N.O", "e_lumo_ev": 0.86}

Model B:
{"formula": "C6H15NO", "method": "ωB97M-V/def2-TZVPD", "species": ["O", "N", "C", "C", "C", "C", "C", "C", "H", "H", "H", "H", "H", "H", "H", "H", "H", "H", "H", "H", "H", "H", "H"], "positions_angstrom": [[0.140, -1.635, 0.078], [1.525, -2.405, 1.764], [1.073, 0.677, 2.386], [-1.311, -0.092, -2.844], [1.373, 0.034, 0.978], [0.919, -1.357, 0.904], [-1.737, 0.263, -1.366], [-1.190, 1.569, -0.830], [-2.155, -0.542, -3.290], [2.411, -2.218, 2.160], [-2.051, 2.061, -0.339], [-0.829, 0.818, -3.472], [-1.453, -0.650, -0.785], [2.433, 0.326, 0.620], [0.863, 0.645, 0.184], [1.399, -3.277, 1.486], [1.732, 1.601, 2.512], [-0.671, 1.476, 0.042], [1.447, 0.134, 3.301], [0.005, 0.672, 2.424], [-2.814, 0.370, -1.436], [-0.770, 2.266, -1.535], [-0.340, -0.739, -2.941]], "mulliken_charge": [-0.52, -0.47, -1.08, -1.02, -0.17, 0.39, 0.07, -1.02, 0.32, 0.20, 0.31, 0.24, 0.13, 0.32, -0.01, 0.25, 0.30, 0.16, 0.32, 0.34, 0.39, 0.30, 0.24], "total_charge": 0, "homo_ev": -9.8, "spin_multiplicity": 1, "smiles": "CCC(N)=O.CCC", "e_lumo_ev": 0.84}

Model C:
{"formula": "C6H15NO", "method": "ωB97M-V/def2-TZVPD", "species": ["O", "N", "C", "C", "C", "C", "C", "C", "H", "H", "H", "H", "H", "H", "H", "H", "H", "H", "H", "H", "H", "H", "H"], "positions_angstrom": [[0.939, 0.427, 3.606], [-0.883, 3.010, -0.157], [-0.870, 1.640, 0.379], [-1.093, 0.720, -0.807], [-0.203, -0.517, -0.800], [-0.197, -1.519, 0.093], [0.746, -0.495, -1.929], [0.671, -2.763, -0.029], [1.210, 0.428, -1.763], [-0.149, 3.015, -0.840], [1.729, -2.508, 0.107], [0.330, -3.465, 0.761], [0.588, 0.056, 2.723], [-0.700, 3.745, 0.610], [1.241, -1.485, -1.916], [0.157, -0.458, -2.918], [1.797, -0.104, 3.688], [-0.880, 1.322, -1.812], [-0.812, -1.422, 0.951], [0.046, 1.289, 0.868], [0.291, -3.144, -1.004], [-2.155, 0.654, -0.871], [-1.802, 1.576, 1.061]], "mulliken_charge": [-0.67, -0.64, -0.19, -1.08, 0.64, -0.14, -1.42, -1.49, 0.40, 0.22, 0.32, 0.33, 0.35, 0.25, 0.41, 0.25, 0.33, 0.37, 0.58, 0.18, 0.40, 0.33, 0.28], "total_charge": 0, "homo_ev": -9.0, "spin_multiplicity": 1, "smiles": "C/C=C(\\C)CCN.O", "e_lumo_ev": 0.68}

model A (25.9 kcal/mol below the next structure)

Model A:
{"formula": "C6H15NO", "method": "ωB97M-V/def2-TZVPD", "species": ["O", "N", "C", "C", "C", "C", "C", "C", "H", "H", "H", "H", "H", "H", "H", "H", "H", "H", "H", "H", "H", "H", "H"], "positions_angstrom": [[-2.052, 2.639, 0.893], [0.926, -1.244, -0.867], [-1.202, -0.017, -0.516], [-0.382, -0.927, -1.419], [1.960, -0.241, -1.021], [-0.825, -1.241, 1.786], [2.235, 0.587, 0.265], [-1.368, -0.349, 0.972], [1.047, -1.760, -0.009], [-2.198, 0.171, -0.935], [1.317, 0.807, 0.808], [-1.257, -1.089, 2.775], [-0.047, -1.992, 1.799], [-0.204, -0.286, -2.283], [-1.532, 2.317, 0.137], [-2.891, 2.229, 0.709], [-0.783, 0.998, -0.513], [-0.902, -1.826, -1.754], [2.915, 1.419, 0.126], [1.733, 0.389, -1.884], [-2.173, 0.258, 1.362], [2.785, -0.118, 0.912], [2.899, -0.721, -1.342]], "mulliken_charge": [-0.64, -0.20, -0.26, -1.12, -0.64, -1.04, -0.94, 0.51, 0.22, 0.48, 0.26, 0.24, 0.29, 0.34, 0.32, 0.32, 0.12, 0.36, 0.35, 0.32, 0.08, 0.27, 0.37], "total_charge": 0, "homo_ev": -8.4, "spin_multiplicity": 1, "smiles": "C=CCCNCC.O", "e_lumo_ev": 0.81}

Model B:
{"formula": "C6H15NO", "method": "ωB97M-V/def2-TZVPD", "species": ["O", "N", "C", "C", "C", "C", "C", "C", "H", "H", "H", "H", "H", "H", "H", "H", "H", "H", "H", "H", "H", "H", "H"], "positions_angstrom": [[0.785, -2.846, 2.196], [-0.769, 0.770, -0.553], [-2.017, -0.768, 1.009], [0.139, 1.271, 0.484], [-1.314, -0.553, -0.312], [-0.046, 0.874, -1.843], [1.435, 0.688, -1.532], [1.602, 1.141, -0.051], [2.061, 2.131, 0.000], [0.084, 0.690, 1.399], [-1.886, -0.889, -1.181], [-0.208, 1.910, -2.155], [-0.043, 2.313, 0.707], [1.583, -2.388, 1.969], [-2.910, -0.134, 1.059], [-2.423, -1.764, 1.193], [-0.516, -1.345, -0.328], [1.696, -0.368, -1.585], [2.083, 1.331, -2.116], [2.319, 0.457, 0.400], [0.131, -2.166, 1.998], [-1.334, -0.548, 1.822], [-0.454, 0.193, -2.581]], "mulliken_charge": [-0.66, -0.10, -1.44, -0.55, -0.12, -0.74, -0.53, -0.55, 0.28, 0.12, 0.41, 0.33, 0.36, 0.32, 0.34, 0.38, 0.22, 0.29, 0.34, 0.28, 0.30, 0.32, 0.40], "total_charge": 0, "homo_ev": -8.4, "spin_multiplicity": 1, "smiles": "CCN1CCCC1.O", "e_lumo_ev": 0.78}

model B (25.9 kcal/mol below the next structure)

Model A:
{"formula": "C6H15NO", "method": "ωB97M-V/def2-TZVPD", "species": ["O", "N", "C", "C", "C", "C", "C", "C", "H", "H", "H", "H", "H", "H", "H", "H", "H", "H", "H", "H", "H", "H", "H"], "positions_angstrom": [[-1.422, -2.594, 0.255], [-0.766, 2.012, 0.653], [-0.192, -0.134, -0.374], [2.208, -0.644, -0.898], [-0.239, 0.684, 0.998], [1.123, 0.052, -1.048], [-0.866, -0.036, 2.160], [0.974, 1.157, -2.092], [3.074, -0.361, -1.336], [1.805, 1.044, -2.753], [-1.242, -3.409, -0.139], [-0.252, -0.070, 3.043], [-1.018, 0.194, -0.946], [-0.844, 2.696, 1.494], [-1.173, -1.068, 1.927], [2.205, -1.547, -0.378], [-1.565, 2.133, 0.135], [0.155, 0.819, -2.742], [0.796, 2.088, -1.754], [-1.738, 0.618, 2.400], [-0.220, -1.262, -0.223], [-2.111, -2.537, 0.940], [0.813, 0.854, 1.238]], "mulliken_charge": [-0.60, -0.63, -0.57, -1.15, 0.52, 0.48, -0.96, -1.52, 0.42, 0.44, 0.24, 0.30, 0.63, 0.23, 0.02, 0.33, 0.17, 0.33, 0.38, 0.29, 0.10, 0.28, 0.27], "total_charge": 0, "homo_ev": -8.7, "spin_multiplicity": 1, "smiles": "C=C(C)C[C@H](C)N.O", "e_lumo_ev": 0.63}

Model B:
{"formula": "C6H15NO", "method": "ωB97M-V/def2-TZVPD", "species": ["O", "N", "C", "C", "C", "C", "C", "C", "H", "H", "H", "H", "H", "H", "H", "H", "H", "H", "H", "H", "H", "H", "H"], "positions_angstrom": [[1.683, -1.129, -3.475], [2.224, -0.475, -0.007], [-1.361, 0.144, 0.082], [0.767, 1.474, 0.541], [-0.770, 1.595, 0.207], [-1.677, -0.587, 1.132], [-2.544, -1.763, 1.098], [1.751, 0.769, -0.402], [-1.045, 2.154, 1.099], [1.169, 2.474, 0.793], [0.863, 0.974, 1.502], [2.138, -0.894, -2.599], [-1.709, -0.041, -0.875], [0.763, -1.225, -3.476], [2.691, 1.416, -0.432], [-3.654, -1.458, 1.447], [-0.971, 2.179, -0.722], [-2.396, -2.443, 2.087], [-2.473, -2.306, 0.065], [1.235, 0.808, -1.375], [-1.531, -0.100, 2.124], [1.675, -1.016, 0.791], [3.171, -0.551, 0.394]], "mulliken_charge": [-0.68, -0.55, -0.32, -0.85, -0.77, -0.07, -1.03, -0.28, 0.34, 0.42, 0.33, 0.37, 0.45, 0.30, 0.20, 0.23, 0.32, 0.28, 0.29, 0.25, 0.28, 0.22, 0.26], "total_charge": 0, "homo_ev": -9.1, "spin_multiplicity": 1, "smiles": "C/C=C/CCCN.O", "e_lumo_ev": 0.95}

Model C:
{"formula": "C6H15NO", "method": "ωB97M-V/def2-TZVPD", "species": ["O", "N", "C", "C", "C", "C", "C", "C", "H", "H", "H", "H", "H", "H", "H", "H", "H", "H", "H", "H", "H", "H", "H"], "positions_angstrom": [[-1.982, -0.678, 0.736], [0.689, -1.858, -0.457], [1.385, -1.720, 0.630], [-1.219, 1.596, 0.530], [-1.837, 0.283, -1.486], [1.790, -0.348, 0.944], [-1.219, 0.202, -0.090], [2.478, 0.408, -0.195], [-0.576, 2.274, -0.031], [0.276, -2.773, -0.603], [-0.224, -0.787, -0.395], [-2.848, 0.711, -1.455], [1.826, 0.476, -1.060], [-1.226, 0.907, -2.139], [-1.907, -0.707, -1.936], [-2.231, 2.025, 0.548], [1.288, -2.424, 1.459], [-0.888, 1.566, 1.568], [-2.837, -0.274, 0.943], [2.405, -0.332, 1.847], [2.728, 1.421, 0.114], [0.743, 0.140, 1.031], [3.386, -0.107, -0.506]], "mulliken_charge": [-0.55, -0.49, -0.07, -1.44, -1.53, -0.06, 0.78, -1.07, 0.31, 0.22, 0.11, 0.41, 0.25, 0.31, 0.35, 0.46, 0.29, 0.41, 0.31, 0.36, 0.34, -0.09, 0.36], "total_charge": 0, "homo_ev": -8.2, "spin_multiplicity": 1, "e_lumo_ev": 0.79}

Model D:
{"formula": "C6H15NO", "method": "ωB97M-V/def2-TZVPD", "species": ["O", "N", "C", "C", "C", "C", "C", "C", "H", "H", "H", "H", "H", "H", "H", "H", "H", "H", "H", "H", "H", "H", "H"], "positions_angstrom": [[-1.235, -0.461, -1.322], [2.612, 0.534, 0.740], [-1.822, 1.193, 0.260], [-1.933, -1.238, 0.828], [0.453, -0.241, 0.690], [-1.156, -0.165, 0.063], [1.696, -0.175, -1.543], [1.295, 0.524, -0.258], [-1.824, 1.493, 1.312], [0.365, 0.203, 1.684], [-2.867, 1.164, -0.077], [0.916, -0.083, -2.304], [3.487, 0.671, 0.234], [1.897, -1.238, -1.374], [2.595, 0.276, -1.972], [-1.953, -1.036, 1.902], [2.547, 1.264, 1.448], [-1.004, -1.393, -1.450], [1.009, 1.565, -0.401], [-1.489, -2.228, 0.672], [0.715, -1.301, 0.732], [-2.968, -1.297, 0.471], [-1.335, 1.969, -0.336]], "mulliken_charge": [-0.60, -0.68, -1.65, -1.66, -1.00, 1.29, -1.41, 0.69, 0.34, 0.36, 0.43, 0.33, 0.20, 0.30, 0.42, 0.34, 0.21, 0.39, 0.16, 0.43, 0.34, 0.41, 0.37], "total_charge": 0, "homo_ev": -9.0, "spin_multiplicity": 1, "smiles": "C[C@H](N)CC(C)(C)O", "e_lumo_ev": 0.90}

model D (34.8 kcal/mol below the next structure)